Record 1
Here is a molecular structure, C31H35ClHfN2Si2 from the Open Molecules 2025 dataset. Energies are from the ωB97M-V functional and the def2-TZVPD basis.

Structure (ORCA input):
```
! wB97M-V def2-TZVPD RIJCOSX def2/J DEFGRID3
* xyz 2 1
C -0.30 -4.43 2.47
C 0.90 -3.66 2.07
C 0.56 -2.20 2.36
H 1.92 -4.04 2.07
C -0.92 -2.22 1.97
C -1.45 -3.49 2.32
H -2.50 -3.72 2.55
H -0.38 -5.42 2.90
H 0.81 -1.97 3.42
H -1.52 -1.37 1.67
Hf -0.43 -3.85 0.31
Si -0.10 1.53 0.77
C 1.84 0.94 0.55
C 2.30 0.03 -0.44
H 1.58 -0.53 -1.05
C 3.66 -0.10 -0.75
H 3.95 -0.73 -1.61
C 4.63 0.52 0.03
H 5.68 0.35 -0.17
C 4.20 1.27 1.12
H 4.94 1.67 1.80
C 2.84 1.50 1.36
H 2.56 2.15 2.21
C -1.11 2.99 1.30
C -0.46 4.11 1.86
H 0.47 4.44 1.42
C -1.02 4.74 2.98
H -0.47 5.54 3.49
C -2.24 4.31 3.49
H -2.65 4.76 4.40
C -3.01 3.35 2.80
H -4.01 3.09 3.14
C -2.45 2.72 1.69
H -3.03 1.98 1.14
H 1.20 -1.43 1.85
Si -0.85 0.54 -2.20
C -2.03 2.02 -2.36
C -1.52 3.28 -2.73
H -0.67 3.36 -3.39
C -2.03 4.45 -2.15
H -1.49 5.40 -2.24
C -3.28 4.41 -1.54
H -3.70 5.34 -1.12
C -4.00 3.21 -1.50
H -5.03 3.24 -1.15
C -3.40 2.02 -1.94
H -3.98 1.10 -1.92
C 0.80 1.46 -2.69
C 1.49 2.55 -2.08
H 1.25 2.91 -1.08
C 2.53 3.24 -2.72
H 3.05 4.07 -2.24
C 2.88 2.90 -4.02
H 3.68 3.45 -4.52
C 2.25 1.82 -4.64
H 2.55 1.55 -5.65
C 1.24 1.11 -3.98
H 0.72 0.31 -4.52
H -0.13 1.07 2.16
Cl -0.64 -2.25 -1.30
N 1.05 -5.51 0.00
C 0.29 -6.82 0.30
C -1.22 -6.72 0.70
N -1.95 -5.45 0.30
H 1.50 -5.52 -0.95
H 1.91 -5.43 0.59
H 0.32 -7.47 -0.57
H 0.80 -7.35 1.10
H -1.79 -7.53 0.24
H -1.38 -6.85 1.77
H -2.59 -5.59 -0.51
H -2.61 -5.13 1.06
*
```

Energy relative to the best compared isomer or geometry (same formula, charge and spin), eV: 6.332
Largest force on an atom, Eh/bohr: 0.07166
Gap between HOMO and LUMO (spin up / spin down), eV: 4.91 / 4.89



Record 2
Here is C21H19N5O2S in the gas phase from the Open Molecules 2025 dataset. Energies are from the ωB97M-V functional and the def2-TZVPD basis.

Structure (ORCA input):
```
! wB97M-V def2-TZVPD RIJCOSX def2/J DEFGRID3
* xyz 0 1
O 0.33 -0.15 -1.16
C -0.51 0.13 -0.30
N -0.26 1.17 0.57
C 0.83 1.99 0.60
C 0.89 2.91 1.55
C 2.14 3.61 1.39
C 2.57 4.71 2.26
C 3.61 5.55 1.90
C 3.96 6.57 2.79
N 3.29 6.85 3.91
C 2.25 6.06 4.22
C 1.89 4.97 3.46
N 2.80 3.11 0.33
O 1.93 2.08 -0.20
C -1.80 -0.73 -0.14
C -1.63 -1.74 1.06
C -0.96 -2.99 0.64
C 0.43 -3.02 0.47
C 1.03 -4.22 0.10
C 0.27 -5.39 -0.02
C -1.10 -5.36 0.12
C -1.71 -4.15 0.45
N -2.26 -1.49 -1.31
C -2.43 -0.79 -2.59
C -2.20 -1.82 -3.66
C -1.30 -1.65 -4.68
N -1.27 -2.69 -5.62
C -2.09 -3.66 -5.24
S -2.94 -3.40 -3.69
H -1.03 1.44 1.18
H 0.09 3.07 2.28
H 4.20 5.45 0.99
H 4.72 7.21 2.43
H 1.67 6.27 5.10
H 1.09 4.36 3.83
H -2.59 0.02 0.10
H -2.64 -1.90 1.52
H -0.99 -1.27 1.80
H 1.04 -2.14 0.66
H 2.09 -4.22 -0.05
H 0.73 -6.35 -0.21
H -1.65 -6.28 0.00
H -2.79 -4.10 0.51
H -1.67 -2.31 -1.47
H -1.75 0.05 -2.70
H -3.44 -0.38 -2.65
H -0.69 -0.77 -4.70
H -2.18 -4.60 -5.79
*
```

Energy relative to the best compared isomer or geometry (same formula, charge and spin), eV: 4.506
Largest force on an atom, Eh/bohr: 0.06265
Gap between HOMO and LUMO, eV: 9.11



Record 3
Here is a molecular structure, C6H29NO7Si2 from the Open Molecules 2025 dataset. Energies are from the ωB97M-V functional and the def2-TZVPD basis.

Structure (ORCA input):
```
! wB97M-V def2-TZVPD RIJCOSX def2/J DEFGRID3
* xyz 0 1
C -1.30 0.08 -0.05
Si 0.13 -0.78 -0.81
O 0.14 -2.39 -0.44
O 1.53 -0.11 -0.20
Si 2.96 -0.95 -0.06
N 3.13 -1.57 1.53
H -1.40 1.08 -0.47
H -2.24 -0.46 -0.16
H -1.10 0.21 1.02
H 0.18 -0.63 -2.28
H 0.40 -2.97 -1.17
H 3.00 -2.03 -1.08
H 4.03 0.02 -0.34
H 3.44 -2.54 1.55
H 2.31 -1.48 2.11
C -4.49 1.97 1.35
O -4.42 1.03 0.30
H -3.58 2.58 1.30
H -5.36 2.63 1.26
H -4.51 1.49 2.34
H -5.22 0.49 0.33
C 0.91 3.64 -0.75
O 0.75 2.78 0.37
H 0.25 4.49 -0.59
H 1.93 4.01 -0.84
H 0.63 3.15 -1.68
H 1.32 2.01 0.24
C 4.58 3.08 -0.83
O 4.38 4.39 -1.33
H 4.05 2.40 -1.49
H 5.64 2.80 -0.82
H 4.17 2.96 0.18
H 4.84 5.01 -0.75
C 4.39 -5.16 -0.31
O 3.85 -4.50 0.82
H 5.37 -4.71 -0.49
H 4.53 -6.23 -0.12
H 3.77 -5.03 -1.20
H 2.98 -4.88 1.01
C -7.80 -1.19 0.69
O -7.04 -0.16 0.08
H -7.57 -1.15 1.76
H -8.87 -1.04 0.55
H -7.52 -2.18 0.31
H -7.21 -0.16 -0.87
*
```

Largest force on an atom, Eh/bohr: 0.00787
Gap between HOMO and LUMO, eV: 10.11



Record 4
Here is C5H10O in the gas phase from the Open Molecules 2025 dataset. Energies are from the ωB97M-V functional and the def2-TZVPD basis.

Structure (ORCA input):
```
! wB97M-V def2-TZVPD RIJCOSX def2/J DEFGRID3
* xyz 0 1
C -0.86 -0.43 -1.18
C 0.18 -0.07 -0.18
C 1.57 -0.70 -0.36
C 0.21 1.24 0.52
C -0.35 0.16 1.35
O -1.70 0.18 1.67
H -0.80 -1.50 -1.42
H -1.86 -0.25 -0.76
H -0.74 0.14 -2.10
H 2.20 -0.61 0.54
H 2.09 -0.15 -1.16
H 1.54 -1.75 -0.65
H 1.14 1.74 0.73
H -0.57 1.92 0.16
H 0.11 -0.80 1.46
H -2.13 0.89 1.16
*
```

Energy relative to the best compared isomer or geometry (same formula, charge and spin), eV: 2.538
Largest force on an atom, Eh/bohr: 0.04819
Gap between HOMO and LUMO, eV: 8.98



Record 5
Here is 2 unconnected molecules or ions with the total composition C4H12 from the Open Molecules 2025 dataset. Energies are from the ωB97M-V functional and the def2-TZVPD basis.

Structure (ORCA input):
```
! wB97M-V def2-TZVPD RIJCOSX def2/J DEFGRID3
* xyz -1 2
C -0.24 1.66 0.69
C -0.23 3.17 0.43
H -0.71 1.14 -0.31
H 0.93 1.47 0.82
H -0.90 1.24 1.47
H 0.25 3.61 1.35
H -1.20 3.55 0.11
H 0.43 3.62 -0.40
C 0.14 -2.19 0.19
C 0.25 -2.78 -1.20
H -0.82 -2.37 0.84
H 0.96 -2.40 0.82
H 0.23 -1.14 -0.03
H -0.65 -3.26 -1.49
H 0.37 -1.91 -1.85
H 1.20 -3.41 -1.44
*
```

Energy relative to the best compared isomer or geometry (same formula, charge and spin), eV: 1.421
Largest force on an atom, Eh/bohr: 0.07022
Gap between HOMO and LUMO (spin up / spin down), eV: 2.78 / 11.04